# 1
{
  "formula": "C24H46N5O5S",
  "method": "ωB97M-V/def2-TZVPD",
  "total_charge": 1,
  "e_lumo_ev": -3.450,
  "gap_ev": 7.418,
  "spin_multiplicity": 1,
  "e_homo_ev": -10.87,
  "species": ["O", "H", "H", "C", "C", "C", "C", "H", "C", "H", "H", "H", "H", "H", "H", "N", "H", "H", "N", "H", "C", "H", "C", "H", "C", "C", "N", "H", "C", "C", "H", "H", "H", "O", "H", "O", "H", "C", "S", "H", "H", "C", "C", "H", "C", "C", "C", "H", "H", "H", "H", "C", "O", "H", "H", "N", "H", "H", "H", "O", "C", "H", "C", "H", "H", "H", "C", "C", "H", "H", "C", "H", "H", "H", "C", "H", "N", "H", "H", "H", "H"],
  "coordinates": [[-0.60, 6.06, 2.15], [4.30, -0.53, 0.03], [0.15, -1.64, -0.64], [-0.14, -2.55, -0.13], [1.85, 0.20, -2.36], [-0.98, 4.70, 2.22], [-0.51, 0.58, -5.28], [0.23, -1.69, 3.83], [2.32, -2.13, 0.65], [-1.25, -0.23, 0.04], [-3.55, 4.14, 2.04], [1.35, 1.21, -6.14], [3.93, 0.73, -2.19], [-0.32, 1.04, -4.32], [-1.21, -1.08, -8.70], [0.82, -5.37, 4.14], [-1.63, -2.62, 1.51], [-1.71, 1.97, 1.78], [0.73, -2.93, 2.28], [3.49, 1.05, 0.07], [-3.41, 1.08, 0.84], [-3.05, 1.27, -0.18], [-1.95, -0.70, -6.72], [0.61, -3.51, 5.14], [-1.01, -0.62, -7.74], [3.25, -0.02, -1.78], [0.15, -1.71, 2.82], [2.32, -0.22, 1.56], [1.37, -4.21, 4.83], [3.39, 0.01, -0.25], [1.26, -0.27, 0.17], [-4.49, 1.19, 0.78], [2.90, -2.65, -0.10], [1.30, 2.10, -0.59], [3.58, -0.99, -2.14], [1.53, 2.72, -2.95], [0.83, -4.83, 1.11], [-0.04, 6.54, 3.36], [1.13, 1.77, -1.98], [0.30, 5.73, 4.00], [-3.17, 2.02, 2.76], [-3.04, 3.58, 1.25], [-3.01, -0.36, 1.24], [-0.15, -3.35, -0.87], [-1.56, -2.36, 0.46], [-2.80, 2.14, 1.74], [-2.08, -0.94, 0.18], [-2.43, -0.18, -4.70], [-1.63, 4.55, 3.09], [0.46, -6.04, 4.80], [0.81, 7.18, 3.11], [1.00, -2.90, 0.85], [-0.43, 1.48, -2.21], [-2.62, -0.96, -0.77], [1.14, -0.58, -2.10], [2.35, -3.53, 3.96], [-0.08, 4.08, 2.34], [-3.69, 3.60, 0.37], [1.94, -4.52, 5.71], [1.40, -4.27, 0.58], [2.04, -3.02, 2.80], [1.93, 0.17, -3.45], [-1.70, -0.11, -5.49], [3.76, -3.08, 1.86], [-0.76, 7.16, 3.89], [3.31, -3.46, 4.26], [0.18, 0.07, -7.53], [2.23, -0.60, 0.54], [-2.88, -1.23, -6.89], [-1.10, 3.70, 0.32], [0.42, 0.67, -6.30], [-0.81, 1.24, -1.35], [-2.21, -3.05, -0.07], [-3.91, -0.97, 1.35], [-1.74, 4.33, 0.95], [0.61, -0.88, 2.44], [2.98, -2.45, 1.99], [0.91, 0.13, -8.33], [-1.94, 5.24, 0.38], [1.51, -5.80, 3.55], [-2.45, -0.29, 2.17]],
  "lowdin_charge": [-0.19, 0.12, 0.07, -0.06, -0.22, -0.25, -0.10, 0.10, -0.15, 0.08, 0.11, 0.10, 0.12, 0.06, 0.10, 0.03, 0.09, 0.11, 0.00, 0.11, -0.21, 0.10, -0.09, 0.12, -0.09, -0.18, 0.15, 0.12, -0.21, -0.18, 0.08, 0.12, 0.16, -0.27, 0.12, -0.24, 0.11, -0.10, 0.58, 0.08, 0.11, -0.20, -0.19, 0.13, -0.16, -0.21, -0.22, 0.10, 0.12, 0.09, 0.09, -0.42, -0.17, 0.12, 0.09, 0.15, 0.12, 0.11, 0.13, 0.02, -0.29, 0.11, -0.09, 0.17, 0.09, 0.17, -0.09, -0.15, 0.10, 0.10, -0.09, 0.06, 0.12, 0.12, -0.17, 0.09, 0.17, 0.10, 0.12, 0.08, 0.10]
}



# 2
{
  "formula": "C3H4O3",
  "method": "ωB97M-V/def2-TZVPD",
  "e_lumo_ev": 0.299,
  "gap_ev": 9.778,
  "spin_multiplicity": 1,
  "e_homo_ev": -9.48,
  "species": ["C", "O", "H", "C", "H", "H", "O", "O", "C", "H"],
  "coordinates": [[-0.53, 0.55, -0.11], [0.33, -0.02, 0.72], [-0.30, 0.60, 2.60], [0.51, 0.78, 1.88], [0.74, -1.54, -0.68], [-0.08, 0.37, -2.10], [0.01, -1.57, -1.31], [1.45, 1.48, 2.00], [-0.56, -0.29, -1.35], [-1.60, -0.38, -1.66]],
  "lowdin_charge": [0.03, -0.05, 0.15, -0.28, 0.08, 0.13, -0.05, 0.15, -0.29, 0.12]
}



# 3
{
  "formula": "C8H19NSi",
  "method": "ωB97M-V/def2-TZVPD",
  "e_lumo_ev": [0.198, 0.198],
  "gap_ev": [7.571, 7.572],
  "spin_multiplicity": 1,
  "e_homo_ev": [-7.37, -7.37],
  "species": ["C", "H", "C", "N", "H", "H", "C", "C", "C", "C", "H", "H", "H", "H", "H", "H", "H", "H", "H", "H", "H", "H", "H", "Si", "H", "C", "H", "C", "H"],
  "coordinates": [[-0.23, 1.91, -2.14], [0.07, 2.66, -1.49], [-1.79, 1.54, 0.96], [1.12, 0.53, 1.61], [-3.04, 2.46, 2.48], [3.11, 0.63, 1.92], [2.84, -1.04, 0.43], [-2.66, 1.52, 1.96], [0.01, 0.51, -1.55], [-0.89, -2.57, 0.41], [-1.18, 2.42, 0.84], [0.12, 2.17, -3.14], [-2.34, -1.65, -0.99], [-0.87, -2.67, 1.56], [-0.22, -0.30, -2.32], [3.84, -1.11, 0.20], [0.69, -0.26, 1.95], [-2.83, -1.29, 0.64], [1.04, 0.47, -1.51], [0.07, -2.49, 0.03], [2.73, 1.09, 0.33], [-1.34, -3.52, 0.13], [2.34, -1.32, -0.51], [-0.99, 0.19, 0.06], [2.62, -1.78, 1.18], [-1.87, -1.42, 0.04], [-2.94, 0.69, 2.42], [2.44, 0.33, 1.05], [-1.22, 2.08, -2.24]],
  "lowdin_charge": [-0.16, 0.05, -0.27, -0.05, 0.09, 0.11, -0.11, -0.04, -0.29, -0.16, 0.05, 0.08, 0.10, 0.10, 0.09, 0.03, -0.08, 0.08, 0.01, 0.02, 0.08, 0.06, 0.06, 0.83, 0.06, -0.34, -0.01, -0.41, 0.01]
}



# 4
{
  "formula": "C22H19N9O2S",
  "method": "ωB97M-V/def2-TZVPD",
  "e_lumo_ev": -0.305,
  "gap_ev": 7.878,
  "spin_multiplicity": 1,
  "smiles": "COc1ccc2nc(Nc3nc(CSc4nnnn4-c4ccccc4)cc(=O)[nH]3)nc(C)c2c1",
  "e_homo_ev": -8.18,
  "species": ["C", "H", "C", "O", "H", "C", "H", "C", "C", "C", "C", "H", "C", "N", "C", "H", "H", "C", "H", "H", "H", "H", "C", "N", "N", "H", "C", "N", "C", "H", "C", "H", "C", "N", "H", "H", "H", "C", "C", "C", "N", "O", "S", "N", "H", "C", "H", "C", "N", "C", "C", "H", "N"],
  "coordinates": [[3.60, -3.64, -1.75], [4.21, -6.97, 0.23], [1.57, -8.43, -1.32], [2.71, 0.53, 1.76], [3.78, -1.26, -2.82], [2.26, 0.37, 0.65], [-5.75, 6.08, 3.36], [-3.23, 3.72, -0.25], [-4.95, 6.79, 3.60], [3.02, -6.07, -1.30], [2.64, -8.28, -0.45], [-0.38, 3.31, 3.28], [2.70, -1.28, -2.77], [0.98, 0.14, -1.88], [-2.87, 4.09, 1.08], [0.40, -7.51, -2.86], [-4.49, 5.44, 1.48], [2.16, -0.48, -1.63], [-4.76, 7.43, 2.73], [-5.34, 4.01, -0.35], [3.75, -0.91, -0.27], [1.01, -9.35, -1.32], [1.23, -7.40, -2.18], [-0.97, 2.62, 0.85], [4.66, -2.92, -1.43], [1.69, -5.42, -2.86], [-3.60, 4.99, 1.88], [3.79, -4.90, -1.26], [1.95, -6.22, -2.18], [-4.38, 5.35, -0.99], [3.37, -7.10, -0.44], [-1.70, 4.91, 4.67], [-1.70, 3.48, 1.60], [5.00, -4.88, -0.66], [-5.25, 7.41, 4.44], [0.56, 1.59, 0.97], [2.92, -9.08, 0.22], [0.48, 0.86, -0.92], [-3.17, 5.27, 3.16], [-4.44, 4.27, -0.92], [5.47, -3.72, -0.78], [-3.78, 6.12, 4.02], [2.23, -3.05, -2.61], [-2.50, 2.88, -0.94], [-1.08, 1.38, -2.10], [-1.28, 3.78, 2.91], [-4.52, 3.85, -1.92], [-2.00, 4.66, 3.66], [1.05, 0.99, 0.29], [2.81, -0.40, -0.43], [-1.40, 2.37, -0.36], [2.24, -0.95, -3.70], [-0.70, 1.51, -1.18]],
  "lowdin_charge": [-0.59, 0.10, -0.09, 0.06, 0.07, -0.45, 0.10, -0.25, -0.08, -0.20, -0.07, 0.12, -0.37, 0.15, -0.10, 0.11, 0.10, -0.35, 0.10, 0.09, 0.10, 0.10, -0.08, 0.15, 0.01, 0.04, 0.04, -0.04, -0.04, 0.09, -0.02, 0.12, -0.20, 0.04, 0.10, 0.12, 0.11, -0.34, -0.27, -0.02, -0.03, -0.08, 1.01, 0.18, 0.15, 0.01, 0.08, 0.02, 0.21, 0.05, -0.35, 0.08, 0.17]
}



no.,E (eV)
1,-54149.1409
2,-9314.9171
3,-17967.4700
4,-51464.1633